The molecule C23H26N6O4S in a non-equilibrium geometry. Source: the OMol25 dataset; level of theory: wB97M-V/def2-TZVPD.

Calculated values
gap between HOMO and LUMO	0.328	Ha
relative energy (zero: lowest compared OMol25 entry of this formula, charge and spin)	259.61	kJ/mol
molar mass	482.57	g mol⁻¹
HOMO	-8.3	eV
SMILES	Cc1ccc(-c2nnn(CC(=O)N(Cc3ccco3)[C@@H](C(=O)NC(C)(C)C)c3cccs3)n2)o1

Each line ends with the Mulliken charge.
CARTESIAN COORDINATES (ANGSTROEM)
C (-8.0447, -0.7336, 1.8725)  -1.27
C (-7.2646, -0.0372, 0.8175)  0.53
C (-7.5692, 1.0391, 0.0285)  -0.54
C (-6.4488, 1.2596, -0.7969)  -0.42
C (-5.5334, 0.2967, -0.4515)  0.75
C (-4.2262, 0.0563, -0.9757)  -0.02
N (-3.6766, 0.8011, -1.9642)  -0.73
N (-2.5146, 0.3082, -2.1884)  -0.28
N (-2.3498, -0.7047, -1.3684)  1.56
C (-1.1589, -1.4935, -1.3049)  -1.47
C (-0.2454, -1.0367, -0.1535)  1.24
O (-0.0900, -1.7701, 0.8103)  -0.75
N (0.3201, 0.1771, -0.2404)  0.40
C (0.4162, 0.9778, -1.4521)  -1.08
C (1.7273, 0.7475, -2.1346)  0.54
C (2.3139, -0.3862, -2.6199)  -0.20
C (3.5853, 0.0060, -3.1029)  -0.82
C (3.6717, 1.3437, -2.8724)  -0.60
O (2.5547, 1.7965, -2.2913)  -0.36
C (1.1219, 0.6241, 0.9158)  -0.01
C (2.5725, 0.1002, 0.7905)  0.12
O (3.4917, 0.8288, 0.4687)  -0.69
N (2.6757, -1.1979, 1.0855)  -0.01
C (3.9209, -1.9703, 1.0939)  1.42
C (4.8901, -1.3469, 2.1012)  -1.74
C (4.5395, -1.9704, -0.3053)  -1.47
C (3.5549, -3.3919, 1.5156)  -1.89
C (1.0770, 2.1034, 1.0783)  -0.75
C (0.0112, 2.8258, 1.5324)  -0.37
C (0.2599, 4.2130, 1.5564)  -0.68
C (1.5080, 4.5136, 1.1144)  -0.48
S (2.4123, 3.1219, 0.6684)  0.08
N (-3.3894, -0.9048, -0.5900)  -1.09
O (-6.0317, -0.4894, 0.5293)  -0.37
H (-7.4919, -0.7369, 2.8107)  0.31
H (-8.2246, -1.7698, 1.5885)  0.30
H (-8.9967, -0.2327, 2.0178)  0.33
H (-8.4808, 1.6007, 0.0392)  0.46
H (-6.3161, 2.0138, -1.5442)  0.54
H (-1.4457, -2.5240, -1.0796)  0.34
H (-0.6506, -1.4379, -2.2683)  0.41
H (-0.4252, 0.7679, -2.1144)  0.76
H (0.3615, 2.0327, -1.1709)  0.25
H (1.9000, -1.3748, -2.6293)  0.55
H (4.3248, -0.6238, -3.5525)  0.50
H (4.4476, 2.0558, -3.0685)  0.50
H (0.6608, 0.1488, 1.7917)  0.76
H (1.8213, -1.7034, 1.2923)  0.45
H (4.4458, -1.3324, 3.0940)  0.38
H (5.8117, -1.9209, 2.1376)  0.47
H (5.1218, -0.3273, 1.8073)  0.36
H (4.7473, -0.9509, -0.6175)  0.34
H (3.8569, -2.4226, -1.0208)  0.26
H (5.4683, -2.5341, -0.3024)  0.52
H (2.8401, -3.8245, 0.8189)  0.41
H (4.4435, -4.0170, 1.5310)  0.43
H (3.1149, -3.3934, 2.5103)  0.44
H (-0.9179, 2.3763, 1.8373)  0.52
H (-0.4581, 4.9411, 1.8884)  0.43
H (1.9601, 5.4825, 1.0369)  0.46

=====

A structure of composition C23H27BF4IrN6S in a non-equilibrium geometry. Source: the OMol25 dataset; level of theory: wB97M-V/def2-TZVPD.

Calculated values
total charge	+1
gap between HOMO and LUMO (spin up / spin down)	0.248 / 0.250	Ha
relative energy (zero: lowest compared OMol25 entry of this formula, charge and spin)	163.72	kJ/mol
molar mass	698.60	g mol⁻¹
HOMO (spin up / spin down)	-11.5 / -11.6	eV

Each line ends with the Mulliken charge.
CARTESIAN COORDINATES (ANGSTROEM)
Ir (1.1266, 0.8906, -0.2413)  1.08
N (-0.7618, 0.9753, -0.6307)  -0.28
C (-1.8482, 0.6350, -1.1625)  0.11
C (-2.9119, 1.6286, -1.3998)  0.53
C (-2.5794, 2.9357, -1.7628)  -0.50
C (-3.5785, 3.8721, -1.9433)  -0.68
C (-4.9077, 3.5282, -1.7412)  -0.49
C (-5.2390, 2.2327, -1.3712)  -0.76
C (-4.2517, 1.2810, -1.2050)  -0.23
C (-2.1038, -0.7737, -1.5289)  0.73
C (-2.9731, -1.0951, -2.5713)  -0.30
C (-3.1991, -2.4210, -2.8939)  -0.78
C (-2.5510, -3.4305, -2.1981)  -0.52
C (-1.6482, -3.1135, -1.1910)  -0.69
C (-1.4267, -1.7936, -0.8542)  -0.14
H (-1.5450, 3.1950, -1.9262)  0.53
H (-3.3134, 4.8720, -2.2455)  0.43
H (-5.6846, 4.2655, -1.8724)  0.41
H (-6.2709, 1.9609, -1.2107)  0.41
H (-4.5141, 0.2791, -0.8940)  0.54
H (-3.4586, -0.3070, -3.1274)  0.59
H (-3.8868, -2.6722, -3.6877)  0.42
H (-2.7511, -4.4646, -2.4367)  0.41
H (-1.1242, -3.9009, -0.6691)  0.43
H (-0.7358, -1.5281, -0.0582)  0.16
N (1.0037, 1.1889, 2.0061)  -0.69
C (0.5779, 0.5666, 2.8937)  0.70
N (0.1943, -0.1435, 3.8897)  0.01
C (-1.0285, 0.1229, 4.6270)  -0.78
C (-1.9970, -1.0489, 4.4683)  -0.48
C (-1.3228, -2.3562, 4.8755)  -0.68
C (-0.0832, -2.5697, 4.0131)  -0.37
C (0.8778, -1.3952, 4.1855)  -0.82
H (-1.4743, 1.0430, 4.2465)  0.45
H (-0.7740, 0.2601, 5.6835)  0.31
H (-2.3169, -1.1065, 3.4263)  0.25
H (-2.8760, -0.8560, 5.0805)  0.34
H (-2.0151, -3.1891, 4.7568)  0.33
H (-1.0352, -2.3117, 5.9272)  0.33
H (-0.3733, -2.6390, 2.9640)  0.18
H (0.4319, -3.4900, 4.2853)  0.34
H (1.7320, -1.4926, 3.5123)  0.45
H (1.2364, -1.3559, 5.2194)  0.29
F (3.7589, 2.6473, -2.4965)  -0.31
B (2.4057, 2.6442, -2.4494)  0.63
F (1.9302, 1.3068, -2.5596)  -0.45
F (1.7890, 3.4564, -3.3108)  -0.29
F (2.0138, 2.9603, -1.0588)  -0.51
C (5.5370, -0.5967, -3.7358)  -1.27
C (4.7412, -1.3982, -2.7056)  -0.08
C (4.3458, -0.5618, -1.5529)  0.32
N (3.2376, -0.6315, -0.9060)  -0.82
N (3.1000, 0.2876, 0.0589)  0.28
C (4.1513, 1.0867, 0.1783)  0.40
N (4.2397, 2.0402, 1.1074)  -0.34
S (5.4080, 0.7037, -0.9464)  -0.17
H (5.6799, -1.1914, -4.6329)  0.37
H (6.5161, -0.3289, -3.3425)  0.39
H (5.0083, 0.3139, -4.0098)  0.33
H (5.3505, -2.2330, -2.3416)  0.25
H (3.8337, -1.8134, -3.1459)  0.28
H (3.3929, 2.2754, 1.6089)  0.20
H (4.9414, 2.7539, 1.0033)  0.24

=====

A cluster of 3 separate species, C23H27BrClO12PS2 in total in a non-equilibrium geometry. Source: the OMol25 dataset; level of theory: wB97M-V/def2-TZVPD.

Calculated values
gap between HOMO and LUMO	0.281	Ha
molar mass	705.92	g mol⁻¹
HOMO	-8.9	eV
SMILES	O=C(Br)Cc1ccc2c(c1)C(=O)c1ccc(COO)c(P(O)Cl)c1C2=O.CCOS(C)(=O)=O.CCOS(C)(=O)=O

Each line ends with the Mulliken charge.
CARTESIAN COORDINATES (ANGSTROEM)
O (-5.3692, -1.8775, 3.3123)  -0.45
C (-6.1715, -1.7534, 2.3472)  0.46
Br (-7.7284, -0.5273, 2.6960)  -0.17
C (-6.0347, -2.5225, 0.9363)  -0.70
C (-5.0647, -1.8142, -0.1342)  0.46
C (-5.6912, -0.6927, -1.0464)  -0.46
C (-4.8644, 0.0450, -2.1349)  -0.68
C (-3.3665, -0.3649, -2.3043)  0.43
C (-2.6805, -1.4757, -1.4235)  0.32
C (-3.5513, -2.1817, -0.3641)  -0.66
C (-1.1142, -1.7848, -1.6689)  0.12
O (-0.6338, -2.9449, -1.7011)  -0.51
C (-0.2170, -0.4659, -1.9207)  0.45
C (1.2121, -0.2769, -1.3166)  -0.88
C (1.9098, 1.0775, -1.6252)  -0.38
C (1.2256, 2.1877, -2.5086)  0.01
C (2.1035, 3.5367, -2.6839)  -0.56
O (1.8829, 4.3096, -1.4436)  -0.08
O (0.6093, 4.1589, -1.0066)  -0.39
C (-0.1928, 1.9867, -3.1332)  0.57
P (-0.8866, 3.3863, -4.1936)  0.21
O (-0.7993, 2.7615, -5.8065)  -0.48
Cl (-2.8935, 3.7365, -3.6140)  -0.26
C (-0.9003, 0.6359, -2.8120)  0.55
C (-2.3879, 0.3467, -3.3724)  -0.18
O (-2.7506, 0.6448, -4.5426)  -0.48
H (-7.0899, -2.5075, 0.4632)  0.38
H (-5.7105, -3.6171, 1.1178)  0.31
H (-6.7901, -0.4228, -0.8942)  0.29
H (-5.3165, 0.8650, -2.7940)  0.34
H (-3.1076, -3.0033, 0.2893)  0.45
H (1.6500, -1.1234, -0.6985)  0.38
H (2.9403, 1.2450, -1.1630)  0.35
H (1.7522, 4.1925, -3.5479)  0.32
H (3.2142, 3.2540, -2.8118)  0.28
H (0.5979, 3.7507, -0.1007)  0.32
H (-1.6946, 2.7184, -6.2129)  0.31
C (0.5717, -6.9753, 2.7516)  -0.96
C (-0.8271, -7.3232, 3.2263)  -0.31
O (-1.3842, -6.2914, 4.0415)  -0.30
S (-1.8621, -4.9198, 3.3278)  1.29
C (-2.7060, -4.2026, 4.7069)  -0.94
O (-2.8361, -5.2322, 2.3115)  -0.65
O (-0.7020, -4.1167, 3.0513)  -0.61
H (0.5615, -6.1133, 2.0825)  0.28
H (1.0166, -7.8127, 2.2081)  0.39
H (1.2127, -6.7196, 3.5990)  0.26
H (-1.4886, -7.5396, 2.3808)  0.29
H (-0.7820, -8.2257, 3.8397)  0.28
H (-3.5713, -4.8155, 4.9545)  0.30
H (-3.0257, -3.2022, 4.4112)  0.35
H (-2.0198, -4.1375, 5.5508)  0.36
C (7.6406, 3.2319, 0.7096)  -0.96
C (7.4611, 4.6843, 1.1114)  -0.36
O (6.5660, 5.3715, 0.2367)  -0.28
S (4.9837, 5.0456, 0.3420)  1.20
C (4.4031, 6.3559, -0.6973)  -0.92
O (4.5459, 5.2984, 1.6907)  -0.67
O (4.7191, 3.7969, -0.3223)  -0.52
H (6.7111, 2.6711, 0.8205)  0.28
H (8.3974, 2.7476, 1.3320)  0.39
H (7.9404, 3.1573, -0.3387)  0.26
H (7.1193, 4.7677, 2.1485)  0.32
H (8.4248, 5.1942, 1.0474)  0.27
H (4.6272, 7.3122, -0.2268)  0.37
H (3.3247, 6.2352, -0.8089)  0.32
H (4.8875, 6.2749, -1.6701)  0.30

=====

A structure of composition C23H27BrN4O11P2S5Ti. Source: the OMol25 dataset; level of theory: wB97M-V/def2-TZVPD.

Calculated values
total charge	-2
gap between HOMO and LUMO	0.197	Ha
relative energy (zero: lowest compared OMol25 entry of this formula, charge and spin)	135.77	kJ/mol
molar mass	885.54	g mol⁻¹
HOMO	-1.1	eV

Each line ends with the Mulliken charge.
CARTESIAN COORDINATES (ANGSTROEM)
Ti (0.2270, 0.7018, -0.3551)  0.93
O (2.4150, -0.7087, 2.5359)  -0.45
C (3.3395, 0.2468, 2.8242)  0.67
C (4.5398, -0.0743, 3.4470)  -0.81
C (5.4356, 0.9230, 3.8003)  -0.45
C (5.1335, 2.2519, 3.5460)  -0.68
C (3.9394, 2.5642, 2.9096)  -0.83
C (3.0358, 1.5833, 2.5264)  0.05
C (1.8080, 1.9630, 1.7166)  0.59
O (1.8704, 1.4138, 0.4288)  -0.99
N (0.5621, 1.5512, 2.3905)  -0.85
N (-0.2480, 0.9365, 1.3962)  1.63
C (-1.6311, 0.8934, 1.5700)  -1.40
C (-2.3554, -0.2490, 1.8232)  1.20
Br (-1.2077, -1.8042, 2.3055)  -0.23
C (-3.7176, -0.4467, 1.6874)  -1.50
C (-4.6148, -1.3871, 2.2914)  0.95
C (-5.9292, -1.4873, 1.7708)  -0.72
C (-6.8693, -2.3524, 2.2937)  -0.44
C (-6.5597, -3.1806, 3.3706)  -0.44
C (-5.2821, -3.0894, 3.9118)  -0.64
C (-4.3371, -2.2141, 3.4030)  -0.33
H (2.8252, -1.5197, 2.1916)  0.20
H (4.7597, -1.1158, 3.6493)  0.38
H (6.3697, 0.6566, 4.2808)  0.37
H (5.8241, 3.0371, 3.8273)  0.37
H (3.7040, 3.5963, 2.6755)  0.35
H (1.7889, 3.0554, 1.6098)  0.36
H (0.7653, 0.8131, 3.0631)  0.30
H (-2.1751, 1.8338, 1.5289)  0.35
H (-4.1740, 0.2680, 1.0068)  0.38
H (-6.1917, -0.8567, 0.9279)  0.33
H (-7.8589, -2.3878, 1.8492)  0.33
H (-7.2931, -3.8651, 3.7795)  0.35
H (-5.0144, -3.7060, 4.7642)  0.34
H (-3.3671, -2.1583, 3.8751)  0.39
C (2.6046, -3.0754, -2.8055)  -1.80
C (2.7422, -1.6582, -2.2815)  1.07
O (4.0257, -1.1335, -2.6810)  -0.68
P (1.5143, -0.5208, -3.0269)  0.70
O (0.2127, -1.3160, -3.3672)  -0.65
O (2.1333, -0.2652, -4.4695)  -0.55
O (1.3576, 0.7467, -2.2339)  -0.64
P (2.5423, -1.5614, -0.4451)  1.07
O (3.5187, -0.3386, -0.1526)  -0.94
O (2.9815, -2.7846, 0.2631)  -0.90
O (1.0855, -1.1257, -0.2815)  -0.25
H (2.7081, -3.0972, -3.8925)  0.40
H (1.6306, -3.4840, -2.5390)  0.30
H (3.3788, -3.6907, -2.3481)  0.38
H (4.2929, -0.5480, -1.9507)  0.46
H (-0.4269, -1.3514, -2.6081)  0.50
H (3.0970, -0.2309, -4.3656)  0.43
H (2.9543, 0.4914, 0.1017)  0.55
N (-1.6480, -2.3875, -1.3387)  -0.50
N (-2.7760, -1.5371, -1.3218)  -0.04
C (-2.5141, -0.1583, -1.3844)  -0.44
O (-3.4403, 0.6238, -1.3168)  -0.63
O (-1.2487, 0.1421, -1.5334)  0.43
H (-1.9521, -3.3054, -1.6322)  0.23
H (-1.2012, -2.4464, -0.4248)  0.07
H (-3.4645, -1.7110, -0.5957)  0.29
C (-3.1500, 5.3720, -0.4207)  -0.84
S (-3.6558, 3.6703, -0.7725)  0.05
C (-2.6518, 3.3892, -2.1828)  0.27
C (-1.3216, 3.1679, -2.1812)  -0.06
S (-0.2625, 3.1626, -0.8017)  -0.73
S (-0.6416, 2.8750, -3.7704)  0.01
C (-2.0678, 3.0663, -4.7085)  0.10
S (-2.1121, 2.9751, -6.3686)  -0.35
S (-3.4455, 3.3667, -3.7348)  -0.20
H (-3.7103, 5.6963, 0.4568)  0.34
H (-3.3757, 6.0349, -1.2557)  0.30
H (-2.0841, 5.3970, -0.1963)  0.21